104
Properties=species:S:1:pos:R:3:forces:R:3:mulliken_charge:R:1 method="wB97M-V/def2-TZVPD" total_charge=+2 largest_force_ev_per_a=2.406 e_tot_ev=-95701.9353 gap_ev="3.844 / 3.789" e_lumo_ev="-8.3 / -8.4"
Ru -0.833 -1.172 0.255 -1.74 -0.74 -0.33 0.69
C -3.625 -2.607 -0.409 -0.29 0.14 -0.68 -1.47
N -2.638 -2.430 0.650 2.08 1.05 0.17 0.91
C -3.215 -1.773 1.829 -0.18 0.62 0.52 -1.42
C -3.179 -0.246 1.676 -0.42 -0.41 0.27 -1.26
N -1.862 0.213 1.262 0.98 -1.77 -0.83 2.18
C -1.547 1.517 1.368 0.51 1.92 0.00 -0.76
C -2.386 2.589 1.779 0.05 -0.22 -0.09 0.23
F -3.678 2.375 2.071 0.29 0.08 -0.08 -0.40
C -1.941 3.901 1.852 0.08 0.08 0.01 0.27
F -2.792 4.850 2.214 0.14 -0.13 -0.02 -0.29
C -0.624 4.241 1.534 0.03 -0.16 -0.05 0.75
F -0.199 5.494 1.618 -0.21 -0.51 -0.04 -0.29
C 0.230 3.223 1.106 0.14 0.01 -0.01 -0.17
F 1.493 3.481 0.770 -0.31 0.05 0.09 -0.33
C -0.236 1.928 1.022 -0.12 -0.40 -0.04 -0.02
F 0.619 0.970 0.568 -0.29 0.47 0.08 -0.09
C -1.940 -3.686 0.946 0.51 -0.70 0.01 -1.29
C -1.001 -4.055 -0.206 -0.58 -0.34 0.16 -1.09
N -0.221 -2.898 -0.610 -0.96 1.97 1.00 0.79
C 0.685 -3.029 -1.594 1.62 -0.14 -1.35 -0.24
C 0.909 -4.151 -2.442 -0.19 0.12 0.23 0.70
F 0.137 -5.241 -2.343 0.25 0.28 -0.07 -0.30
C 1.902 -4.168 -3.413 0.11 0.01 -0.02 0.18
F 2.020 -5.233 -4.192 0.04 0.20 0.17 -0.28
C 2.778 -3.090 -3.571 -0.14 0.07 0.14 0.68
F 3.744 -3.114 -4.475 -0.40 -0.02 0.33 -0.28
C 2.594 -1.968 -2.759 0.01 0.06 -0.04 0.01
F 3.374 -0.898 -2.885 -0.07 -0.18 -0.07 -0.35
C 1.568 -1.948 -1.839 -0.33 -0.04 0.31 -0.48
F 1.364 -0.809 -1.114 0.35 -0.43 -0.31 -0.03
H -4.339 -3.394 -0.143 0.14 0.05 0.12 0.26
H -3.137 -2.876 -1.347 -0.04 0.02 0.08 0.39
H -4.174 -1.682 -0.572 0.06 0.00 0.00 0.41
H -2.641 -2.066 2.713 -0.06 -0.02 -0.19 0.44
H -4.257 -2.079 1.985 0.15 -0.09 -0.02 0.47
H -3.462 0.197 2.637 -0.04 -0.09 -0.18 0.67
H -3.927 0.071 0.935 0.09 0.03 0.09 0.47
H -2.650 -4.509 1.107 0.06 0.14 0.04 0.44
H -1.345 -3.550 1.856 -0.20 0.04 -0.09 0.41
H -1.576 -4.450 -1.052 0.13 0.03 0.14 0.60
H -0.333 -4.860 0.133 -0.14 0.09 -0.10 0.62
C 1.410 1.048 -6.585 -0.22 0.02 -0.09 -1.14
C -0.071 0.742 -6.398 0.14 -0.22 0.06 -0.31
C -0.340 -0.286 -5.300 0.00 0.31 0.08 -0.72
C 0.202 0.102 -3.922 0.16 -0.76 -0.43 0.21
N -0.442 1.278 -3.384 -0.15 0.35 0.18 0.02
C -1.448 1.254 -2.521 0.50 0.40 0.28 0.06
S -2.015 -0.256 -1.906 -0.42 -1.43 0.91 -0.08
N -2.040 2.392 -2.163 0.52 0.06 -0.30 -0.14
C -3.349 2.492 -1.548 -0.80 -0.11 0.09 0.11
C -4.489 2.491 -2.574 0.15 0.30 0.15 -0.66
C -4.520 3.700 -3.516 0.01 -0.27 -0.02 -0.68
C -3.483 3.658 -4.638 -0.19 0.11 0.09 -0.95
H 1.559 1.612 -7.501 0.10 0.10 -0.04 0.40
H 1.984 0.128 -6.666 0.13 -0.10 0.00 0.27
H 1.812 1.635 -5.764 0.15 0.07 0.09 0.26
H -0.468 0.337 -7.329 -0.11 0.09 -0.02 0.43
H -0.616 1.666 -6.195 -0.13 0.07 -0.05 0.12
H 0.127 -1.231 -5.580 0.02 -0.11 0.00 0.39
H -1.415 -0.460 -5.221 -0.04 -0.11 0.07 0.24
H 1.273 0.297 -3.978 0.02 0.00 0.10 0.56
H 0.011 -0.722 -3.230 0.17 0.32 -0.21 -0.99
H -0.171 2.156 -3.811 -0.18 0.05 0.07 0.42
H -1.741 3.232 -2.645 0.02 -0.15 0.03 0.38
H -3.373 3.414 -0.964 0.04 -0.02 0.03 0.52
H -3.479 1.640 -0.877 0.12 0.23 0.00 -0.58
H -5.423 2.471 -2.008 0.00 -0.09 0.03 0.51
H -4.438 1.572 -3.163 -0.04 -0.07 0.04 0.21
H -4.412 4.622 -2.940 -0.11 0.06 0.02 0.28
H -5.509 3.724 -3.976 0.00 0.07 0.06 0.38
H -2.502 4.002 -4.312 0.15 0.04 -0.07 0.23
H -3.791 4.313 -5.448 0.09 0.05 -0.10 0.44
H -3.393 2.650 -5.037 0.07 -0.10 -0.10 0.22
C 2.749 3.327 6.061 0.01 0.36 0.34 -1.48
C 3.353 2.025 5.680 0.25 -0.66 -0.29 0.72
C 3.475 1.635 4.342 -0.18 0.37 0.76 -0.94
C 4.064 0.442 3.992 0.56 -0.58 0.34 0.02
C 4.561 -0.416 4.984 -0.72 1.51 0.22 0.15
N 5.172 -1.620 4.699 0.55 -1.33 -0.18 -0.05
C 5.229 -2.357 3.526 0.07 0.55 0.90 0.24
O 6.180 -3.037 3.259 0.29 -0.43 -0.31 -0.61
N 4.139 -2.291 2.658 -0.11 -0.09 -0.69 -0.03
C 2.808 -2.050 2.909 -0.50 0.07 0.17 -0.41
C 2.253 -2.054 4.193 -0.17 -0.08 -0.13 -0.28
C 0.931 -1.689 4.347 0.04 0.08 -0.42 -1.62
C 0.181 -1.371 3.225 -0.11 0.01 0.64 -0.52
N 0.670 -1.473 1.989 -1.57 -0.25 -0.14 1.40
C 1.944 -1.801 1.833 0.70 -0.18 -0.07 -0.63
C 4.465 -0.021 6.331 -0.01 -0.43 -0.68 -0.65
C 3.866 1.169 6.666 -0.26 0.50 -0.49 -0.80
H 2.330 3.849 5.205 -0.06 0.05 -0.03 0.32
H 3.512 3.964 6.512 -0.06 0.11 -0.06 0.34
H 1.976 3.194 6.819 -0.10 0.04 -0.05 0.37
H 3.133 2.300 3.563 -0.08 0.11 -0.09 0.47
H 4.197 0.198 2.950 0.01 -0.02 -0.09 0.66
H 5.866 -1.932 5.372 -0.06 0.06 -0.34 0.26
H 4.372 -2.635 1.734 0.08 0.00 0.21 0.21
H 2.838 -2.354 5.047 0.11 0.05 0.04 0.65
H 0.478 -1.653 5.324 -0.04 0.03 0.10 0.53
H -0.837 -1.027 3.334 -0.01 -0.04 -0.09 0.30
H 2.327 -1.862 0.824 -0.03 0.01 -0.07 0.34
H 4.865 -0.661 7.102 0.06 -0.12 0.10 0.44
H 3.799 1.461 7.703 0.01 0.02 0.14 0.44

***

98
Properties=species:S:1:pos:R:3:forces:R:3:mulliken_spin:R:1 method="wB97M-V/def2-TZVPD" total_charge=+1 multiplicity=2 de_lowest_kcal_mol=18.50 largest_force_ev_per_a=2.983 e_tot_ev=-101167.9184 gap_ev="7.666 / 7.930" e_lumo_ev="-2.4 / -2.4"
Ti -0.326 0.870 1.100 0.30 0.70 0.17 0.79
C -1.608 -1.445 -0.459 -1.10 0.61 1.93 0.02
C -2.290 -2.103 0.770 -0.82 -1.33 -0.52 0.00
C -1.674 -2.055 2.134 1.65 -0.25 0.21 0.00
C -2.202 -2.922 3.126 -2.23 -0.23 -1.97 0.00
C -1.739 -2.891 4.399 0.46 0.65 0.06 0.00
C -0.640 -2.064 4.588 0.62 -0.56 2.51 0.00
C -0.111 -1.282 3.618 1.63 1.39 -0.96 0.01
N -0.611 -1.231 2.360 -1.21 -0.98 0.10 0.00
N -1.801 0.061 -0.408 1.12 -0.28 0.10 0.02
C -1.425 0.627 -1.704 -0.17 1.45 -1.09 0.01
C 0.067 0.640 -1.993 -0.90 -0.96 1.56 0.01
C 0.525 0.286 -3.233 0.30 0.17 -0.28 0.00
C 1.895 0.155 -3.442 -0.15 0.38 1.08 0.00
C 2.704 0.343 -2.328 -1.17 0.37 -0.11 0.00
C 2.142 0.728 -1.094 0.97 0.12 -1.78 0.03
N 0.852 0.867 -0.906 -0.84 -1.09 -0.67 -0.04
C -3.142 0.549 -0.062 0.94 0.04 0.34 0.00
C -3.312 0.750 1.401 -0.11 -0.09 1.85 0.02
C -4.583 0.792 1.963 0.32 0.17 -0.87 0.00
C -4.742 0.804 3.312 -0.20 -0.09 2.01 0.01
C -3.611 0.758 4.176 -0.35 0.43 -1.38 0.00
C -2.355 0.849 3.544 -2.66 0.20 -0.24 0.06
N -2.238 0.888 2.207 -0.36 -0.46 -0.86 -0.03
H -2.029 -1.835 -1.388 0.30 -0.12 0.08 0.00
H -0.539 -1.646 -0.337 -0.02 0.03 -0.64 0.01
H -2.586 -3.175 0.553 0.89 0.94 -0.01 0.00
H -3.285 -1.735 0.968 -0.56 0.62 -0.43 0.00
H -3.122 -3.536 2.830 1.50 0.83 0.48 0.00
H -2.205 -3.401 5.229 0.11 -0.28 -0.13 0.00
H -0.165 -2.079 5.584 -0.23 0.27 -0.61 0.00
H 0.796 -0.608 3.794 -1.49 -1.18 -0.16 0.00
H -1.819 1.690 -1.800 0.48 -1.36 0.24 0.00
H -1.935 0.056 -2.474 -0.02 -0.13 -0.41 0.00
H -0.196 0.113 -4.010 -0.12 -0.08 -0.25 0.00
H 2.303 -0.023 -4.421 0.10 -0.25 -0.12 0.00
H 3.750 0.270 -2.431 1.10 -0.01 0.09 0.00
H 2.791 1.092 -0.343 0.54 -0.22 1.00 0.01
H -3.901 -0.060 -0.506 -0.72 -0.62 -0.03 0.00
H -3.277 1.521 -0.479 0.10 0.70 -0.57 0.00
H -5.431 0.884 1.317 -0.42 -0.28 -0.29 0.00
H -5.781 0.826 3.723 1.11 0.00 -0.23 0.00
H -3.805 0.758 5.248 0.58 -0.10 -0.27 0.00
H -1.443 0.897 4.053 1.01 0.11 0.89 -0.01
C 0.588 2.500 4.352 0.82 0.39 -0.02 0.01
N 0.517 2.965 3.012 -0.37 -0.03 -2.12 0.00
C -0.303 4.172 2.905 1.82 0.38 1.18 0.01
C 1.857 3.080 2.376 -1.11 0.94 -0.42 0.00
C 2.487 1.737 2.111 0.54 0.81 1.44 0.01
C 3.885 1.653 2.292 -1.22 -0.86 -0.23 0.00
C 4.506 0.413 2.186 0.40 1.05 0.51 0.01
C 3.743 -0.696 1.940 0.04 -0.64 -0.48 0.00
C 2.360 -0.551 1.822 0.46 -1.86 -0.66 0.06
C 1.652 0.628 1.921 0.52 0.31 -0.50 0.04
H 1.276 3.108 4.942 0.02 0.28 0.38 0.00
H 1.016 1.522 4.302 0.00 -0.89 0.48 0.00
H -0.395 2.551 4.770 -0.48 -0.26 0.58 0.00
H 0.065 4.940 3.626 -0.19 -0.18 -0.30 0.00
H -1.325 3.999 3.125 -1.06 -0.51 0.27 0.00
H -0.235 4.594 1.937 0.09 0.32 -1.10 0.00
H 2.498 3.735 2.990 0.10 -0.19 -0.04 0.00
H 1.704 3.618 1.416 0.02 -0.24 0.39 -0.01
H 4.457 2.514 2.579 0.12 0.37 -0.04 0.00
H 5.561 0.374 2.410 0.19 -0.27 -0.26 0.00
H 4.233 -1.668 1.767 -0.44 0.47 0.32 0.00
H 1.870 -1.493 1.557 -0.30 0.21 0.21 0.00
C 2.019 -3.873 -6.857 1.34 -0.38 0.29 0.00
C 2.373 -3.564 -5.388 -0.41 -1.29 -0.46 0.00
N 1.219 -2.926 -4.768 0.07 0.03 0.25 0.00
C 0.438 -3.498 -3.817 -1.38 0.50 -0.80 0.00
S -1.228 -3.054 -3.791 1.00 -0.28 0.32 0.00
N 0.943 -4.453 -2.999 1.57 0.97 -0.69 0.00
C 2.334 -4.388 -2.468 -0.57 0.09 0.35 0.00
C 3.082 -5.722 -2.513 -1.12 -0.50 0.68 0.00
H 2.936 -4.065 -7.459 -0.61 0.42 0.36 0.00
H 1.495 -3.001 -7.195 -0.34 0.25 -0.93 0.00
H 1.425 -4.788 -6.945 -0.24 0.42 0.13 0.00
H 3.277 -2.949 -5.291 -0.16 -0.27 0.05 0.00
H 2.465 -4.554 -4.923 0.57 0.53 0.16 0.00
H 0.726 -2.289 -5.397 -0.05 -0.38 0.64 0.00
H 0.287 -4.753 -2.329 -0.93 -0.43 0.59 0.00
H 2.248 -3.999 -1.410 0.23 -0.66 -0.92 0.00
H 2.863 -3.620 -3.002 0.19 0.30 -0.19 0.00
H 2.413 -6.471 -2.031 0.53 0.23 -0.36 0.00
H 3.915 -5.593 -1.851 0.72 -0.19 0.27 0.00
H 3.439 -6.156 -3.467 -0.44 0.73 0.27 0.00
F -2.078 7.116 -2.343 -0.05 -0.31 -0.28 0.00
C -1.874 5.886 -1.881 0.20 -0.90 -0.18 0.00
C -0.813 5.082 -2.310 1.27 0.63 0.46 0.00
F 0.007 5.532 -3.278 -0.36 -0.10 0.24 0.00
C -0.389 3.979 -1.555 -1.57 0.53 0.06 0.00
F 0.744 3.351 -1.829 0.42 0.25 -0.32 0.00
C -1.197 3.510 -0.502 1.03 -0.40 -0.01 0.01
O -0.821 2.501 0.265 -0.51 0.72 0.03 -0.04
C -2.403 4.160 -0.294 0.21 -0.33 0.20 -0.01
F -3.214 3.591 0.618 -0.31 0.55 0.05 0.00
C -2.721 5.340 -0.932 -0.22 0.21 0.23 0.00
F -3.821 5.990 -0.581 -0.34 0.23 0.10 0.00